The following is a quantum chemistry calculation of a 2-piece molecular cluster, C2H4NP overall at a distorted geometry, from the Open Molecules 2025 dataset.

XYZ file:
```
8
Properties=species:S:1:pos:R:3:forces:R:3:lowdin_charge:R:1
C -0.907 -1.956 -0.494 -0.7996 1.4374 0.7153 -0.630
C 0.665 1.259 0.338 2.9323 5.5660 -4.0701 0.032
N -0.441 -2.658 -1.272 0.2480 -0.5685 -0.5229 0.053
P -1.536 -0.727 0.693 0.5041 -2.6477 0.2091 0.812
H 1.138 1.111 -0.697 0.4431 -0.3249 1.8127 0.028
H 0.410 2.417 0.239 0.6973 -2.2245 1.2949 0.050
H -0.175 0.737 0.248 -3.1776 -2.2342 0.8007 -0.266
H -0.572 -1.408 1.589 -0.8476 0.9964 -0.2397 -0.081
```
Forces are in eV/Å.

Charge: 0
Calculated total energy (a.u.): -474.50992
HOMO level (spin up / spin down) (eV): -10.692 / -9.209
Multiplicity: 1
ΔE to the lowest compared entry with this formula, charge and spin (kcal/mol): 102.8
HOMO-LUMO gap (spin up / spin down) (eV): 8.58 / 7.96

***

The following is a quantum chemistry calculation of a 11-piece molecular cluster, C6H35NO11 overall at a distorted geometry, from the Open Molecules 2025 dataset.

XYZ file:
```
53
Properties=species:S:1:pos:R:3:forces:R:3:lowdin_charge:R:1
C -1.370 0.236 -0.472 -0.0554 -1.1133 -2.7920 -0.161
O -2.274 0.215 -1.627 -0.5472 -0.2377 0.4314 -0.107
C -0.024 0.857 -0.846 -0.9006 1.4937 2.3263 -0.349
C 0.844 0.787 0.412 1.0386 -1.0960 0.5897 -0.146
C 1.267 -0.700 0.706 0.8221 1.6785 -0.9367 -0.202
C 2.780 -0.951 0.745 -0.0993 0.1683 -0.0295 -0.253
C 3.495 -0.140 1.826 -0.5880 -0.2732 1.1744 -0.091
N -0.300 2.282 -1.149 1.3326 -0.7582 -0.4731 0.062
H -1.260 -0.830 -0.260 0.0316 0.2739 0.9210 0.097
H -1.912 0.805 0.271 0.4030 -0.0887 0.5079 0.100
H -1.885 0.418 -2.493 0.4331 0.2804 0.3727 0.039
H 0.444 0.297 -1.647 0.0794 0.2525 -0.3184 0.112
H 0.359 1.180 1.303 -0.6113 0.0300 -0.3284 0.078
H 1.753 1.399 0.438 -0.0187 0.0688 -0.8505 0.098
H 0.808 -0.940 1.654 -0.1648 -0.8503 -0.0554 0.091
H 0.974 -1.266 -0.177 -0.9033 -0.4274 0.5432 0.061
H 2.875 -2.039 0.838 0.4162 0.0440 0.4822 0.100
H 3.248 -0.768 -0.228 -0.3348 0.2580 -0.0326 0.088
H 3.852 -0.781 2.637 0.6229 -0.0361 -0.3742 0.073
H 2.786 0.460 2.409 -0.1905 0.2158 -0.4187 0.070
H 4.255 0.555 1.475 0.2011 -0.2805 -0.0521 0.071
H -1.135 2.576 -0.662 -0.1462 0.1534 -0.3721 0.087
H -0.357 2.356 -2.147 -0.5979 0.4618 -0.2660 0.062
H -0.467 -4.104 -2.262 -0.4086 0.0316 -0.3090 0.045
H -0.578 -2.883 -1.310 -0.8007 0.1946 -0.0856 -0.001
O -0.067 -3.661 -1.520 1.1246 -0.3129 0.6188 -0.040
H -0.285 0.427 3.207 0.3680 0.0634 0.0173 -0.008
H -0.940 1.559 3.844 0.3645 0.5382 -0.1002 0.044
O -0.114 1.373 3.370 -0.7788 -0.5206 0.3115 -0.080
H -1.246 -2.042 2.935 0.6510 0.3507 0.1198 0.028
H -2.111 -1.256 3.885 0.4285 0.2144 0.1132 0.056
O -1.199 -1.287 3.556 -0.9489 -0.6153 -0.3210 -0.062
H -0.168 0.121 -3.796 1.0525 -0.1133 -0.3089 0.040
H -0.575 1.470 -4.555 0.7818 0.3106 -0.4922 0.057
O -0.842 0.753 -4.001 -1.6532 -0.3100 0.6500 -0.010
H 2.385 -2.029 -3.005 0.2850 -0.3059 -0.4346 0.044
H 1.733 -2.243 -1.650 -0.1315 -0.2327 -0.1903 0.011
O 1.912 -1.572 -2.318 -0.1328 0.5153 0.2031 -0.044
H -3.678 -2.941 -0.979 -0.0651 0.1346 -0.1677 0.041
H -2.921 -1.640 -1.459 -0.1803 -0.1312 0.3360 0.027
O -2.861 -2.444 -0.902 0.2928 0.1339 -0.1762 -0.067
H -3.761 0.897 2.403 -0.1694 -0.0640 0.3973 0.028
H -3.368 1.566 1.158 -0.0878 0.4356 -0.1375 0.008
O -3.693 1.783 2.039 0.1267 -0.3516 -0.2046 -0.044
H -0.514 -3.992 1.288 0.2940 0.3472 0.1322 0.060
H 0.756 -3.146 1.204 0.0001 0.0708 -0.0324 0.020
O -0.026 -3.286 1.746 -0.5508 -0.6119 -0.1018 -0.050
H 3.507 1.245 -1.848 -0.2733 0.3898 -0.0147 0.033
H 2.620 2.319 -1.208 -0.2756 0.0618 0.3004 0.000
O 3.090 2.107 -2.013 0.4361 -0.4759 -0.3831 -0.054
H 0.415 4.187 -0.335 0.1363 -0.3904 0.5121 0.004
H 0.822 3.875 1.129 0.2777 -0.7414 0.2498 0.004
O 0.427 4.530 0.572 -0.3856 1.1670 -0.5507 -0.069
```
Forces are in eV/Å.

Charge: 0
Calculated total energy (a.u.): -1131.95616
HOMO level (eV): -9.354
Multiplicity: 1
ΔE to the lowest compared entry with this formula, charge and spin (kcal/mol): 60.0
HOMO-LUMO gap (eV): 9.32

***

The following is a quantum chemistry calculation of C18H42BCrFN4O5 as an isolated structure at a distorted geometry, from the Open Molecules 2025 dataset.

XYZ file:
```
72
Properties=species:S:1:pos:R:3:forces:R:3:mulliken_spin:R:1
Cr 1.732 -1.651 -1.225 -4.2983 0.7403 4.0546 3.344
F -0.073 -0.729 -0.913 3.2181 -1.3843 -1.0179 -0.080
B 1.509 -3.393 0.096 -0.1567 0.3293 -0.0211 -0.068
H 2.430 -3.278 -0.454 4.8013 0.4941 -2.5985 0.036
H 1.348 -2.489 0.663 -0.5177 3.2267 2.6543 -0.033
H 0.761 -3.342 -0.680 -3.3447 -0.0951 -3.7373 0.018
H 1.512 -4.334 0.623 -0.1111 -2.8678 1.9145 -0.037
C -0.751 3.947 1.559 0.4609 -0.5544 -1.4902 0.000
C -0.608 2.677 0.583 -0.9748 1.6521 1.7307 0.000
C 0.309 2.815 -0.608 1.8581 2.0474 1.3582 0.002
O 0.004 3.952 -1.392 -1.4104 -1.7642 -1.3792 0.000
C -1.037 3.565 -2.312 0.3947 1.4933 -0.8134 0.000
N -0.165 1.594 1.465 0.4171 -0.9645 -1.2107 -0.002
H -0.966 4.901 1.078 -0.1291 -0.2408 -0.4060 0.000
H 0.209 4.103 2.052 0.0118 -0.2331 0.1864 0.000
H -1.534 3.792 2.301 0.0930 -0.2854 -0.0154 0.000
H -1.565 2.426 0.125 -0.5475 0.1587 0.3046 0.000
H 0.410 1.876 -1.153 -0.2786 -0.1027 -0.3550 -0.001
H 1.298 3.147 -0.296 0.4096 -0.7304 0.6555 0.000
H -0.911 2.569 -2.736 -0.1532 -0.4601 0.7111 0.000
H -0.916 4.161 -3.217 -0.0825 0.5267 0.1587 0.000
H -2.021 3.787 -1.901 -0.0710 -0.4457 -0.0060 0.000
H -0.400 0.785 0.908 0.1010 -0.7988 -0.0462 0.000
H -0.781 1.450 2.252 -0.0972 0.5427 0.3239 0.000
C -3.469 -1.815 -4.587 0.9768 -0.3391 -2.3300 0.000
C -1.872 -2.008 -4.745 -1.2014 0.1906 0.7083 0.000
C -1.170 -0.640 -4.622 -0.5494 -1.1649 -0.4533 0.000
O 0.196 -0.643 -4.990 0.4908 0.5980 0.7459 0.001
C 0.811 0.677 -4.961 -0.0962 -1.3769 -0.1507 0.000
N -1.571 -2.934 -3.682 1.1305 -0.1731 1.9604 0.000
H -3.878 -2.824 -4.638 -0.0955 0.0083 0.2076 0.000
H -3.918 -1.310 -5.442 0.0230 0.2670 -0.0446 0.000
H -3.849 -1.325 -3.691 0.6840 0.0374 0.2170 0.000
H -1.435 -2.453 -5.639 -0.9781 -0.0299 -0.5572 0.000
H -1.309 -0.369 -3.576 -0.0762 0.9086 0.0054 -0.001
H -1.688 -0.090 -5.407 -0.3171 0.9043 0.5854 0.000
H 1.845 0.437 -5.213 -0.0255 0.4895 -0.2249 0.000
H 0.796 1.171 -3.990 -0.2195 -0.2437 0.4195 0.000
H 0.355 1.379 -5.660 -0.0001 -0.1919 -0.2902 0.000
H -2.110 -2.615 -2.889 0.3302 0.5613 0.6769 0.001
H -2.014 -3.840 -3.733 0.2185 -0.3647 -1.1464 0.000
C 3.624 1.511 1.145 0.0265 0.9071 0.6854 -0.016
C 3.565 0.019 0.823 1.9122 0.6452 1.6066 -0.004
C 3.916 -0.845 2.028 0.4834 0.4860 1.9553 -0.002
O 3.017 -0.626 3.127 -0.6422 2.1842 -3.5239 0.002
C 3.346 -1.212 4.314 -0.2432 -1.0798 0.6978 0.000
N 2.254 -0.371 0.410 -1.5119 -0.6444 -1.1021 -0.157
H 3.351 2.153 0.308 0.2628 -0.2184 -0.2443 0.002
H 4.590 1.817 1.547 0.4401 -0.3051 -0.6137 0.000
H 3.010 1.874 1.969 -0.7138 -0.7405 -0.0160 0.000
H 4.389 -0.177 0.136 -0.4266 -0.1981 -0.6682 0.011
H 4.905 -0.508 2.339 0.3264 -0.2647 0.0366 0.000
H 3.932 -1.922 1.866 0.1391 -0.1721 -0.5888 -0.005
H 2.481 -1.024 4.949 0.2553 -0.2433 0.3197 0.000
H 4.252 -0.806 4.763 0.1451 -0.0717 0.0102 0.000
H 3.426 -2.270 4.063 0.3332 -0.4725 0.9225 0.000
H 1.874 -0.719 1.279 -0.2963 -1.5856 0.5149 0.018
H 1.592 0.387 0.491 -0.3998 1.4995 -1.3112 -0.027
C -2.748 -1.353 1.470 -0.6285 -0.4944 0.8995 0.000
C -3.790 -0.825 2.262 0.7436 -0.8325 -0.1950 0.000
C -3.491 -0.440 3.546 -0.0907 0.6169 0.6754 0.000
C -2.207 -0.560 4.034 0.2423 0.2759 -0.9618 0.000
C -1.168 -0.955 3.219 0.9141 -0.1255 1.0979 0.000
C -1.445 -1.444 1.989 -1.3530 0.3711 -2.1946 0.000
N -1.880 -0.046 5.333 3.3339 -0.4805 1.3561 0.000
O -0.744 -0.273 5.826 -1.5643 -0.1335 -1.3483 0.000
O -2.678 0.624 5.888 -1.9306 1.1649 0.9207 0.000
H -2.932 -1.820 0.513 -0.1712 0.3089 -0.2101 0.000
H -4.849 -0.789 2.056 0.1303 -0.0177 -0.9018 0.000
H -4.249 0.053 4.136 -0.0158 -0.2790 0.2906 0.000
H -0.150 -0.830 3.557 0.0443 -0.2809 0.2600 -0.001
H -0.710 -1.747 1.258 0.3682 -0.1843 0.3459 0.001
```
Forces are in eV/Å.

Charge: +1
Calculated total energy (a.u.): -2474.81549
HOMO level (spin up / spin down) (eV): -11.839 / -11.847
Multiplicity: 4
HOMO-LUMO gap (spin up / spin down) (eV): 4.05 / 6.05

***

The following is a quantum chemistry calculation of an isolated ion of composition C10H14N3O and charge +1 at a distorted geometry, from the Open Molecules 2025 dataset.

XYZ file:
```
28
Properties=species:S:1:pos:R:3:forces:R:3:lowdin_charge:R:1
C -4.003 0.916 0.011 0.6775 -2.1866 -1.5220 -0.061
C -3.373 0.118 -0.953 2.3187 0.2205 1.0606 -0.039
C -3.298 1.162 1.143 1.0509 0.3187 2.7453 -0.075
C -2.006 -0.292 -0.851 -2.2768 3.0537 1.5664 0.004
C -1.937 0.820 1.384 -1.1418 -0.2681 -2.1837 0.033
C -1.293 0.205 0.276 -0.5953 -1.3685 0.7315 -0.164
C 0.620 -1.388 0.057 -2.3526 1.7165 1.7719 -0.328
C 2.213 0.202 -0.073 1.9374 1.4583 -0.3096 -0.495
C 3.337 0.561 0.949 -2.7276 1.1430 -1.0069 0.052
C 2.442 0.874 -1.456 -3.3475 -1.5624 1.6432 0.051
N 1.891 -1.169 -0.178 -0.3624 -2.4530 -0.3605 0.216
N 0.055 -0.251 0.485 -0.1292 -0.5262 -0.5847 0.036
N -0.080 -2.517 -0.010 0.9714 -0.5953 -0.5164 0.241
O 1.044 0.715 0.527 -0.5337 1.2751 0.5658 0.032
H -5.061 1.034 -0.080 -0.4043 0.6108 0.1379 0.113
H -3.830 -0.222 -1.827 -1.1513 -0.2716 -1.1507 0.088
H -3.859 1.495 2.011 0.1403 0.4371 -0.0944 0.115
H -1.680 -0.718 -1.759 1.2191 -0.8019 -0.3539 0.100
H -1.484 0.974 2.371 -0.0244 -0.0297 -0.7330 0.129
H 3.269 0.103 1.910 -0.2075 -0.6742 0.4139 0.089
H 3.083 1.622 1.078 0.6385 -0.0844 0.2286 0.109
H 4.262 0.466 0.499 2.0923 -0.1983 -0.7137 0.067
H 1.500 1.014 -2.001 0.0680 -0.2031 0.2643 0.112
H 3.120 0.457 -2.085 2.0497 -1.9403 -1.6227 0.062
H 2.819 1.775 -1.244 1.2118 3.7732 0.7032 0.048
H 2.482 -1.916 -0.471 0.7027 -0.0677 -0.1009 0.183
H 0.564 -3.188 -0.355 -0.2600 -1.5509 -0.2174 0.116
H -0.797 -2.850 0.641 0.4362 0.7750 -0.3622 0.166
```
Forces are in eV/Å.

Charge: +1
Calculated total energy (a.u.): -628.64499
HOMO level (eV): -12.530
Multiplicity: 1
ΔE to the lowest compared entry with this formula, charge and spin (kcal/mol): 53.7
HOMO-LUMO gap (eV): 9.66

***

The following is a quantum chemistry calculation of C26H30IrN5O2S as an isolated structure, from the Open Molecules 2025 dataset.

XYZ file:
```
65
Properties=species:S:1:pos:R:3:forces:R:3:mulliken_spin:R:1
Ir 0.329 0.476 0.687 -0.2214 0.1790 -0.2046 0.268
C -0.144 3.368 1.310 0.0161 0.0103 -0.0431 0.021
N 0.588 2.213 1.912 0.0662 -0.0748 -0.0775 0.008
C 2.019 2.626 1.927 0.0073 0.0236 0.0235 0.007
C 3.060 1.713 2.567 -0.0188 0.0104 -0.0014 0.000
C 2.962 0.201 2.340 -0.0173 -0.0176 0.0189 0.013
N 2.204 -0.233 1.163 0.0051 0.0334 -0.0308 0.021
C 2.792 -1.058 0.362 -0.0215 -0.0033 0.0406 -0.042
C 2.244 -1.717 -0.781 0.0203 -0.0438 -0.0142 0.040
C 3.147 -2.439 -1.597 0.0161 0.0316 0.0311 -0.016
C 2.711 -3.217 -2.631 -0.0308 -0.0092 -0.0125 0.022
C 1.327 -3.337 -2.852 0.0038 -0.0067 -0.0103 -0.003
C 0.421 -2.669 -2.072 0.0408 -0.0045 -0.0129 0.003
C 0.853 -1.814 -1.036 -0.0715 0.0267 0.0417 0.017
O -0.066 -1.171 -0.368 0.1135 -0.0539 -0.0130 0.051
C -0.009 2.047 3.274 -0.0752 0.0112 -0.0203 0.000
C 0.330 0.832 4.135 0.0419 0.0178 -0.0080 0.004
C -0.020 -0.556 3.554 -0.0374 -0.0153 0.0130 0.005
N -0.668 -0.445 2.257 -0.0030 0.0128 0.0218 0.002
C -1.853 -0.935 2.109 0.0368 -0.0329 0.0232 -0.011
C -2.732 -0.735 1.005 -0.0665 0.0172 -0.0137 0.017
C -3.912 -1.506 0.939 0.0346 0.0009 -0.0018 0.001
C -4.883 -1.232 0.014 -0.0033 0.0182 -0.0144 0.006
C -4.713 -0.127 -0.836 -0.0142 -0.0094 0.0079 0.003
C -3.587 0.656 -0.780 0.0458 0.0129 0.0237 -0.010
C -2.548 0.354 0.121 -0.0487 -0.0960 -0.0006 0.016
O -1.507 1.144 0.165 0.1514 0.0060 0.1235 0.053
H -0.082 4.224 1.986 0.0148 0.0015 0.0016 0.001
H -1.176 3.090 1.136 -0.0122 0.0155 0.0214 -0.001
H 0.315 3.622 0.358 -0.0192 0.0048 0.0038 -0.013
H 2.079 3.604 2.414 0.0078 -0.0122 0.0293 -0.002
H 2.284 2.782 0.883 -0.0077 0.0264 0.0017 0.001
H 3.101 1.881 3.644 -0.0065 0.0043 -0.0070 0.000
H 4.013 2.074 2.179 0.0066 -0.0127 0.0003 -0.003
H 2.502 -0.257 3.209 -0.0025 -0.0323 0.0418 0.001
H 3.965 -0.222 2.284 0.0191 0.0436 -0.0262 -0.002
H 3.830 -1.302 0.587 0.0021 -0.0207 -0.0120 -0.004
H 4.206 -2.360 -1.383 0.0010 -0.0117 -0.0048 -0.001
H 3.413 -3.751 -3.255 0.0031 0.0030 0.0015 0.001
H 0.970 -3.971 -3.655 -0.0011 0.0014 0.0006 0.001
H -0.646 -2.757 -2.234 0.0019 -0.0035 0.0019 -0.001
H -1.088 2.062 3.113 0.0084 -0.0047 -0.0062 0.000
H 0.241 2.949 3.842 -0.0065 -0.0078 0.0211 -0.001
H -0.260 0.982 5.041 0.0059 0.0082 0.0036 -0.001
H 1.365 0.861 4.467 0.0223 -0.0198 -0.0248 0.000
H -0.679 -1.091 4.239 0.0093 0.0103 0.0157 -0.001
H 0.870 -1.172 3.433 0.0129 -0.0070 0.0046 0.000
H -2.249 -1.521 2.940 -0.0110 0.0082 0.0013 -0.001
H -4.037 -2.324 1.639 -0.0054 0.0026 0.0031 0.000
H -5.779 -1.833 -0.042 0.0010 -0.0024 -0.0007 0.000
H -5.490 0.116 -1.550 -0.0029 0.0008 -0.0012 0.000
H -3.452 1.513 -1.426 -0.0107 -0.0088 0.0042 0.000
C -2.467 -0.471 -3.987 -0.0016 0.0189 -0.0284 -0.002
C -1.032 -0.069 -3.864 0.0012 -0.0167 -0.0116 -0.011
C -0.125 -0.258 -4.901 0.0039 0.0165 -0.0216 0.029
C 1.180 0.149 -4.697 -0.0025 -0.0093 0.0542 -0.008
N 1.578 0.684 -3.544 0.0172 -0.0780 -0.0986 0.030
C 0.639 0.779 -2.615 0.0654 0.2048 0.1541 0.008
S 1.293 1.471 -1.101 -0.0050 -0.1484 0.0603 0.463
N -0.638 0.461 -2.701 -0.0813 -0.0004 -0.0742 0.021
H -2.769 -0.548 -5.030 0.0044 -0.0188 -0.0029 0.000
H -3.104 0.245 -3.472 0.0207 -0.0218 -0.0135 0.000
H -2.616 -1.443 -3.513 -0.0202 0.0120 0.0262 0.000
H -0.435 -0.690 -5.842 0.0007 0.0022 -0.0023 0.001
H 1.933 0.052 -5.470 -0.0040 0.0076 -0.0063 0.001
```
Forces are in eV/Å.

Charge: +1
Calculated total energy (a.u.): -1935.38345
HOMO level (spin up / spin down) (eV): -10.595 / -10.496
Multiplicity: 2
HOMO-LUMO gap (spin up / spin down) (eV): 7.90 / 5.29

***

The following is a quantum chemistry calculation of a 2-piece molecular cluster, H2IO overall at a distorted geometry, from the Open Molecules 2025 dataset.

XYZ file:
```
4
Properties=species:S:1:pos:R:3:forces:R:3:lowdin_charge:R:1
O -0.951 0.569 0.190 -1.2577 -0.4813 -0.0352 -0.089
H -1.799 0.905 -0.177 0.9139 -0.4300 0.3927 0.035
H -1.152 -0.350 0.478 0.3284 0.9512 -0.3595 0.047
I 3.902 -1.123 -0.491 0.0153 -0.0398 0.0020 -0.993
```
Forces are in eV/Å.

Charge: -1
Calculated total energy (a.u.): -374.21085
HOMO level (eV): -3.038
Multiplicity: 1
ΔE to the lowest compared entry with this formula, charge and spin (kcal/mol): 13.8
HOMO-LUMO gap (eV): 6.23

***

Among the records above, which one has the highest calculated total energy?
H2IO